Formula: C11H23Cl4O3P
Source: the Open Molecules 2025 dataset
Level of theory: ωB97M-V/def2-TZVPD

Atoms and positions in Å:
C: 3.181 1.907 0.789
C: 2.717 0.427 1.414
O: 3.310 -0.583 0.522
C: 2.362 -1.655 0.180
C: 1.110 -1.196 -0.778
O: 0.439 -2.297 -1.489
P: -1.170 -1.632 -1.838
O: -2.130 -1.673 -0.379
C: -3.477 -1.114 -0.596
C: -3.733 0.223 0.376
C: -3.785 -0.341 1.913
C: -2.570 1.339 0.080
C: -3.230 2.868 0.100
C: -1.278 1.286 1.087
H: 4.027 2.295 1.518
H: 3.568 1.699 -0.307
H: 2.266 2.633 0.688
H: 3.079 0.378 2.528
H: 1.547 0.451 1.431
H: 2.018 -2.193 1.177
H: 2.982 -2.475 -0.423
H: 0.290 -0.730 -0.047
H: 1.442 -0.301 -1.477
H: -0.893 -0.256 -2.255
H: -3.709 -0.882 -1.733
H: -4.252 -1.933 -0.208
H: -4.758 0.697 0.057
H: -3.190 -1.368 2.014
H: -3.343 0.375 2.726
H: -4.899 -0.592 2.263
H: -2.171 1.155 -1.029
H: -2.582 3.507 0.865
H: -3.101 3.296 -0.985
H: -4.347 2.874 0.481
H: -0.327 1.644 0.463
H: -1.371 1.970 2.033
H: -1.027 0.190 1.475
C: 5.401 -1.999 -2.528
Cl: 5.995 -2.311 -0.877
Cl: 3.722 -2.579 -2.674
Cl: 5.456 -0.249 -2.858
Cl: 6.430 -2.858 -3.702

Total charge   0
HOMO-LUMO gap   0.3312 Eh
Structure (SMILES)   CCOCCOPOC[C@@H](C)C(C)C.ClC(Cl)(Cl)Cl

Atomic partial charges in e from the Mulliken method, atoms 1 to 8: atom 1 (C): -0.77, atom 2 (C): 0.15, atom 3 (O): -0.26, atom 4 (C): -0.52, atom 5 (C): 0.57, atom 6 (O): -0.32, atom 7 (P): 0.00, atom 8 (O): -0.24


Formula: C32H16CrN8Te
Source: the Open Molecules 2025 dataset
Level of theory: ωB97M-V/def2-TZVPD

Atoms and positions in Å:
Cr: -0.025 -0.827 -0.059
C: -5.638 2.317 0.416
C: -5.537 2.393 -0.976
C: -4.593 1.662 -1.670
C: -3.719 0.868 -0.939
C: -2.537 0.130 -1.296
N: -2.162 -0.101 -2.539
C: -0.940 -0.480 -2.841
C: -0.462 -0.760 -4.173
C: -1.103 -0.962 -5.388
C: -0.323 -1.230 -6.496
C: 1.068 -1.293 -6.406
C: 1.719 -1.089 -5.205
C: 0.948 -0.821 -4.081
C: 1.274 -0.576 -2.698
N: 2.473 -0.297 -2.238
C: 2.700 -0.097 -0.954
N: 1.887 -0.481 0.087
C: 2.560 -0.228 1.260
N: 2.157 -0.526 2.480
C: 0.905 -0.806 2.761
N: -0.144 -0.691 1.882
C: -1.302 -0.683 2.621
N: -2.475 -0.286 2.182
C: -2.691 0.027 0.919
N: -1.894 -0.293 -0.156
C: -3.818 0.799 0.470
C: -4.789 1.517 1.154
C: -1.003 -0.956 4.006
C: -1.797 -1.099 5.136
C: -1.161 -1.324 6.342
C: 0.230 -1.413 6.428
C: 1.031 -1.275 5.311
C: 0.405 -1.039 4.094
C: 3.786 0.467 0.972
C: 4.699 1.123 1.787
C: 5.671 1.890 1.177
C: 5.752 1.989 -0.215
C: 4.872 1.311 -1.037
C: 3.872 0.557 -0.437
N: 0.117 -0.483 -1.967
H: -6.380 2.916 0.923
H: -6.196 3.065 -1.509
H: -4.508 1.725 -2.744
H: -2.178 -0.909 -5.455
H: -0.794 -1.391 -7.458
H: 1.643 -1.502 -7.299
H: 2.794 -1.134 -5.132
H: -4.843 1.471 2.231
H: -2.873 -1.048 5.070
H: -1.749 -1.431 7.243
H: 0.685 -1.591 7.392
H: 2.105 -1.360 5.375
H: 4.617 1.055 2.861
H: 6.371 2.444 1.785
H: 6.503 2.637 -0.648
H: 4.933 1.387 -2.112
Te: -0.146 -3.271 -0.240

Total charge   -1
<S²>   4.0922
HOMO-LUMO gap (alpha / beta)   0.1734 / 0.1538 Eh
2S+1   4

Atomic partial charges in e from the Mulliken method, atoms 1 to 8: atom 1 (Cr): 0.28, atom 2 (C): -0.52, atom 3 (C): -0.52, atom 4 (C): -0.37, atom 5 (C): 0.33, atom 6 (C): -0.34, atom 7 (N): -0.57, atom 8 (C): -0.43


Formula: C23H33N2O2
Source: the Open Molecules 2025 dataset
Level of theory: ωB97M-V/def2-TZVPD

Atoms and positions in Å:
C: 3.762 0.940 2.535
O: 3.332 -0.240 1.857
C: 2.326 -0.878 2.484
O: 1.942 -0.588 3.603
C: 1.775 -2.009 1.639
C: 2.649 -3.268 1.834
C: 1.711 -4.440 2.116
C: 0.283 -3.886 2.102
N: 0.410 -2.419 1.920
C: -0.675 -1.603 1.702
C: -0.818 -0.344 2.263
C: -2.161 0.086 2.760
C: -3.348 -0.483 1.946
C: -2.870 -1.062 0.626
C: -1.869 -2.182 0.914
H: 4.543 1.345 1.905
H: 2.934 1.645 2.619
H: 4.144 0.712 3.529
H: 1.863 -1.672 0.596
H: 3.211 -3.398 0.903
H: 3.373 -3.121 2.649
H: 1.829 -5.207 1.344
H: 1.936 -4.895 3.087
H: -0.289 -4.360 1.288
H: -0.247 -4.124 3.041
H: 0.037 0.197 2.681
H: -2.334 -0.218 3.812
H: -2.216 1.183 2.759
H: -3.823 -1.284 2.530
H: -4.096 0.297 1.763
H: -3.701 -1.402 -0.002
H: -2.358 -0.269 0.073
H: -1.526 -2.589 -0.054
H: -2.390 -3.001 1.456
C: -1.002 4.710 -2.467
C: -2.129 4.604 -1.425
C: -2.389 3.103 -1.227
N: -1.164 2.452 -1.727
C: -0.867 1.173 -1.602
C: 0.132 0.586 -2.480
C: 1.485 0.980 -2.366
C: 2.443 0.506 -3.247
C: 2.097 -0.441 -4.216
C: 0.761 -0.821 -4.369
C: -0.218 -0.305 -3.527
C: -0.370 3.322 -2.588
H: -1.373 4.980 -3.460
H: -0.229 5.426 -2.176
H: -1.792 5.057 -0.485
H: -3.035 5.126 -1.742
H: -2.597 2.856 -0.179
H: -3.292 2.814 -1.799
H: -1.455 0.559 -0.925
H: 1.765 1.656 -1.559
H: 3.469 0.863 -3.164
H: 2.868 -0.845 -4.871
H: 0.490 -1.537 -5.144
H: -1.264 -0.584 -3.640
H: -0.351 2.955 -3.630
H: 0.677 3.344 -2.264

Total charge   +1
Relative energy (zero: lowest compared OMol25 entry of this formula, charge and spin)   233.6 kJ/mol
HOMO-LUMO gap   0.1959 Eh

Atomic partial charges in e from the Mulliken method, atoms 1 to 8: atom 1 (C): -0.72, atom 2 (O): -0.31, atom 3 (C): -0.04, atom 4 (O): -0.59, atom 5 (C): 0.77, atom 6 (C): -0.67, atom 7 (C): -0.63, atom 8 (C): -0.70


Formula: C28H53F3O16
Source: the Open Molecules 2025 dataset
Level of theory: ωB97M-V/def2-TZVPD

Atoms and positions in Å:
C: 13.027 -21.589 -2.495
C: 11.735 -20.842 -2.711
O: 10.918 -21.793 -3.347
C: 11.638 -22.877 -3.700
O: 11.104 -23.817 -4.240
O: 12.957 -22.796 -3.284
F: 11.885 -19.838 -3.642
H: 12.983 -21.945 -1.465
H: 13.967 -21.110 -2.769
H: 11.452 -20.377 -1.767
C: 10.225 -14.154 1.605
C: 11.292 -13.552 2.524
O: 12.225 -14.595 2.603
C: 12.107 -15.370 1.505
O: 12.790 -16.336 1.147
O: 11.051 -14.942 0.812
F: 10.760 -13.284 3.725
H: 9.563 -13.512 1.024
H: 9.618 -14.856 2.177
H: 11.839 -12.684 2.155
C: 15.254 -28.264 -2.463
C: 16.168 -29.491 -2.583
O: 16.537 -29.710 -1.203
C: 15.720 -28.995 -0.431
O: 15.771 -29.076 0.778
O: 14.976 -28.147 -1.096
F: 17.261 -29.168 -3.278
H: 14.365 -28.479 -3.057
H: 15.692 -27.339 -2.838
H: 15.696 -30.388 -2.983
C: 4.236 -19.380 -4.792
C: 5.527 -20.124 -4.750
C: 5.078 -21.598 -4.495
O: 3.680 -21.560 -4.109
C: 3.334 -20.175 -3.865
H: 3.851 -19.287 -5.808
H: 4.266 -18.373 -4.377
H: 6.102 -19.854 -3.864
H: 6.191 -20.105 -5.614
H: 5.739 -22.028 -3.743
H: 5.032 -22.265 -5.356
H: 3.586 -19.889 -2.844
H: 2.279 -19.941 -4.004
C: 13.238 -29.322 -9.785
C: 12.322 -28.499 -8.968
C: 12.105 -27.271 -9.853
O: 13.404 -27.022 -10.392
C: 14.113 -28.280 -10.529
H: 12.624 -29.821 -10.534
H: 13.747 -30.090 -9.202
H: 12.611 -28.204 -7.959
H: 11.392 -29.020 -8.739
H: 11.703 -26.384 -9.363
H: 11.435 -27.446 -10.695
H: 15.053 -28.134 -9.996
H: 14.218 -28.581 -11.571
C: 16.394 -14.516 -6.129
C: 16.128 -15.430 -4.953
C: 17.450 -15.880 -4.462
O: 18.317 -14.846 -5.031
C: 17.861 -14.195 -6.200
H: 15.777 -13.626 -6.003
H: 16.199 -15.034 -7.068
H: 15.573 -16.314 -5.266
H: 15.600 -15.042 -4.082
H: 17.594 -16.852 -4.935
H: 17.588 -15.903 -3.381
H: 18.413 -14.582 -7.056
H: 17.965 -13.115 -6.089
C: 6.492 -28.799 -3.717
C: 5.553 -29.953 -3.311
C: 4.898 -30.377 -4.625
O: 5.605 -29.708 -5.677
C: 6.190 -28.547 -5.202
H: 7.489 -29.240 -3.681
H: 6.566 -27.934 -3.058
H: 4.864 -29.471 -2.617
H: 5.891 -30.826 -2.753
H: 3.867 -30.054 -4.767
H: 4.828 -31.464 -4.671
H: 5.525 -27.687 -5.282
H: 7.079 -28.251 -5.758
C: 19.151 -22.526 -1.865
O: 18.615 -21.795 -0.718
H: 20.120 -22.994 -1.693
H: 18.537 -23.391 -2.117
H: 19.255 -21.929 -2.771
H: 19.248 -21.182 -0.338
C: 9.688 -14.693 -5.434
O: 8.637 -13.979 -5.875
H: 9.779 -14.714 -4.348
H: 9.536 -15.754 -5.629
H: 10.660 -14.347 -5.785
H: 8.811 -13.860 -6.812
C: 15.370 -23.455 3.181
O: 16.028 -22.268 3.228
H: 14.714 -23.537 4.047
H: 14.885 -23.558 2.210
H: 15.965 -24.364 3.275
H: 16.532 -22.127 2.422

Total charge   0
Relative energy (zero: lowest compared OMol25 entry of this formula, charge and spin)   33.1 kJ/mol
HOMO-LUMO gap   0.3494 Eh
Structure (SMILES)   O=C1OC[C@@H](F)O1.O=C1OC[C@@H](F)O1.O=C1OC[C@@H](F)O1.C1CCOC1.C1CCOC1.C1CCOC1.C1CCOC1.CO.CO.CO

Atomic partial charges in e from the Mulliken method, atoms 1 to 8: atom 1 (C): -0.43, atom 2 (C): 0.41, atom 3 (O): -0.28, atom 4 (C): 0.61, atom 5 (O): -0.54, atom 6 (O): -0.30, atom 7 (F): -0.30, atom 8 (H): 0.26


Formula: C5H6N4
Source: the Open Molecules 2025 dataset
Level of theory: ωB97M-V/def2-TZVPD

Atoms and positions in Å:
C: 2.969 -0.468 -0.456
C: 1.535 -0.333 -0.190
C: 0.660 -1.169 0.446
C: -2.404 0.564 0.146
C: -0.297 0.733 -0.199
H: 3.172 -0.228 -1.492
H: 3.277 -1.484 -0.153
H: 3.526 0.359 0.128
H: 0.855 -2.168 0.819
H: -2.180 -1.460 1.093
H: -3.421 0.795 0.191
N: -0.484 -0.437 0.484
N: -1.858 -0.634 0.583
N: -1.493 1.397 -0.290
N: 0.974 0.849 -0.644

Total charge   0
Relative energy (zero: lowest compared OMol25 entry of this formula, charge and spin)   58.9 kJ/mol
HOMO-LUMO gap   0.3227 Eh
Structure (SMILES)   Cc1cn2[nH]cnc2n1

Atomic partial charges in e from the Mulliken method, atoms 1 to 8: atom 1 (C): -0.99, atom 2 (C): 0.66, atom 3 (C): -0.37, atom 4 (C): -0.15, atom 5 (C): 0.28, atom 6 (H): 0.28, atom 7 (H): 0.28, atom 8 (H): 0.22


Across the entries above, E_tot takes the values -2840.52335, -2979.81042, -1155.90550, -2601.91030, -413.10122 Ha, respectively.